Molecular formula: C2H12NO2
Method: DFT, ωB97M-V/def2-TZVPD

Atoms and positions in Å:
C -0.48047 2.00238 1.50739
C 0.25742 0.73055 1.15550
N -0.03328 0.40136 -0.31217
H 0.04436 2.89205 1.13867
H -1.53598 2.19350 1.30300
H -0.49162 2.19189 2.65085
H 1.32647 0.81015 1.19584
H -0.08642 -0.11194 1.77045
H -1.02128 0.09131 -0.46204
H 0.72421 -0.22349 -0.64390
H -0.07201 1.31071 -0.82819
H -1.71203 -3.02364 -0.89703
H -1.46620 -1.96699 -1.84943
O -1.45372 -2.08406 -0.88363
H 2.42397 -1.85384 -0.98003
H 1.97237 -1.62359 -2.37822
O 1.60422 -1.73634 -1.48704

## Properties
highest occupied orbital energy (spin up / spin down)	-0.1052 / -0.4245	Ha
2S+1	2
⟨S²⟩	0.751
LUMO energy (spin up / spin down)	0.89 / 0.60	eV

Molecular formula: C2H12NO2S
Method: DFT, ωB97M-V/def2-TZVPD

Atoms and positions in Å:
C -0.43285 -0.11693 0.08371
C 0.76996 -0.93301 0.54460
S 2.05560 -1.04834 -0.74561
N -0.03088 1.30170 -0.20392
H -1.19366 -0.09756 0.86939
H -0.88560 -0.49788 -0.81897
H 0.41930 -1.92449 0.80233
H 1.19176 -0.44968 1.42955
H 1.89349 -2.35017 -0.97339
H 0.84943 1.39044 -0.72662
H 0.07868 1.85675 0.67110
H -0.70892 1.81003 -0.77651
H -1.26853 3.34065 2.15922
H 0.22459 3.31887 2.44094
O -0.40749 3.31494 1.70859
H -3.66036 -1.26579 -0.90796
H -3.25295 -2.59601 -0.26011
O -2.95804 -1.92197 -0.88420

## Properties
highest occupied orbital energy	-0.4800	Ha
LUMO energy	-3.28	eV
net charge	+1

Molecular formula: C2H12NO3
Method: DFT, ωB97M-V/def2-TZVPD

Atoms and positions in Å:
C -0.45201 1.80774 0.99523
O 0.79888 1.53878 1.59759
C -0.96771 0.42564 0.59121
N 0.04002 -0.25540 -0.25944
H -1.08703 2.18068 1.81005
H -0.39175 2.51867 0.17793
H 1.50004 2.19976 1.48969
H -1.93013 0.35605 0.08186
H -1.16509 -0.17001 1.48650
H 0.09482 0.18366 -1.19050
H 0.99357 -0.15850 0.09784
H -0.09485 -1.26128 -0.41839
H -1.81640 -3.07767 0.85004
H -0.54772 -3.89304 0.73618
O -0.90002 -3.02129 0.51528
H 2.53973 0.17204 -2.33867
H 1.74320 0.34331 -3.57694
O 1.64244 0.11087 -2.64544

## Properties
highest occupied orbital energy	-0.5439	Ha
LUMO energy	-2.97	eV
net charge	+1

Molecular formula: C2H12NO3
Method: DFT, ωB97M-V/def2-TZVPD

Atoms and positions in Å:
C -1.66097 0.15616 1.26984
C -2.31020 1.14426 0.64196
N -0.53694 -0.58924 0.62169
H -1.78712 -0.15913 2.31421
H -3.27752 1.40546 1.10205
H -1.90645 1.52012 -0.34514
H -0.55353 -1.61511 0.76488
H 0.39647 -0.09044 0.89265
H -0.25762 -0.59870 -0.51040
H 1.76595 1.72428 -0.29948
H 2.44905 1.79762 1.02478
O 1.57563 1.84008 0.65594
H 1.46984 -2.96145 -0.55397
H 0.07327 -3.47880 -0.51862
O 0.55914 -2.67936 -0.58400
H 0.65964 1.03249 -2.53659
H 2.11211 0.74531 -2.20120
O 1.22925 0.80646 -1.73861

## Properties
highest occupied orbital energy	-0.5300	Ha
LUMO energy	-3.17	eV
net charge	+1

Molecular formula: C2H12NO4
Method: DFT, ωB97M-V/def2-TZVPD

Atoms and positions in Å:
C 1.63370 -1.34656 -0.43042
O 2.88523 -0.69604 -0.28858
C 0.66866 -0.79996 0.60151
N -0.12095 0.45519 0.20579
H 1.87022 -2.42976 -0.47033
H 1.10207 -1.08968 -1.44747
H 1.36886 -0.54877 1.48632
H 0.07269 -1.59298 0.91334
H 0.84406 1.11211 0.11981
H -0.69953 0.92982 0.90423
H 1.69675 2.60163 0.64860
H 2.71788 0.26155 -0.23646
O 2.03867 1.80749 0.22780
H -2.00035 -0.65592 -1.41252
H -1.13774 -0.33761 -0.19492
O -2.10266 -0.70441 -0.48939
H -4.14881 1.61441 0.47969
H -3.33323 0.41693 -0.01927
O -4.23628 0.76934 0.14542

## Properties
highest occupied orbital energy	-0.1627	Ha
LUMO energy	3.86	eV
net charge	-1

Molecular formula: C2H12O3
Method: DFT, ωB97M-V/def2-TZVPD

Atoms and positions in Å:
C 2.25407 -0.65294 -0.63409
C 2.30074 0.55486 0.35181
H 3.11068 -0.67615 -1.32854
H 2.04645 -1.55059 -0.02570
H 1.37407 -0.54080 -1.31355
H 3.19432 0.49452 1.09052
H 1.45772 0.48321 1.04658
H 2.45071 1.54163 -0.05998
O -1.15754 0.03413 1.69308
H -0.89405 0.56782 2.45632
H -1.17508 0.79247 1.07448
O -1.42522 1.37147 -0.73951
H -1.50665 1.78825 -1.60125
H -1.51666 0.40374 -0.93126
O -1.45957 -1.37915 -0.73590
H -1.38541 -1.08576 0.19577
H -2.16104 -2.03530 -0.64270

## Properties
highest occupied orbital energy	-0.4065	Ha
SMILES string	CC.O.O.O
LUMO energy	0.69	eV

Molecular formula: C2H12O3S2
Method: DFT, ωB97M-V/def2-TZVPD

Atoms and positions in Å:
C 0.92627 1.94745 -1.18092
S 2.27067 0.49937 -1.19530
S 1.07952 -0.82420 -0.10372
C 1.11525 -0.01110 1.47502
H 0.31025 1.97048 -0.18472
H 1.52366 2.91305 -1.52832
H 0.47175 1.70650 -2.13041
H 1.57493 0.97746 1.28686
H 0.15720 -0.12497 2.06043
H 1.88133 -0.61304 1.98209
O -5.70726 0.37943 2.10360
H -4.74954 0.68092 2.17237
H -5.59334 -0.58208 1.88218
O -2.19077 -1.89117 1.79668
H -2.39824 -1.09801 1.31768
H -1.40276 -2.22893 1.28393
O 3.54019 -1.09249 -4.00203
H 3.94964 -1.92711 -3.86121
H 3.24126 -0.68155 -3.17422

## Properties
highest occupied orbital energy	-0.3300	Ha
SMILES string	CSSC.O.O.O
LUMO energy	0.08	eV

Molecular formula: C2H12O4
Method: DFT, ωB97M-V/def2-TZVPD

Atoms and positions in Å:
C -1.79565 -2.17447 -0.01691
C -2.24173 -0.94664 0.79484
O -1.08358 -0.15181 1.04742
H -0.75461 -2.32678 0.28866
H -1.96361 -2.19385 -1.09551
H -2.30640 -3.13730 0.27771
H -2.92730 -0.38188 0.14698
H -2.60592 -1.23196 1.77155
H -0.62917 0.06774 0.22357
O 0.99096 2.28419 0.78749
H 0.41527 2.39966 0.01635
H 0.69494 1.44267 1.16084
O 3.38492 2.05409 -0.98295
H 4.21441 2.43146 -0.69493
H 2.70692 2.60022 -0.56150
O 0.98181 -0.37006 -0.88701
H 1.21538 -0.47100 -1.82506
H 1.70337 0.10569 -0.45155

## Properties
highest occupied orbital energy	-0.3698	Ha
SMILES string	CCO.O.O.O
LUMO energy	0.61	eV

Molecular formula: C2H12O5
Method: DFT, ωB97M-V/def2-TZVPD

Atoms and positions in Å:
C 3.51427 -1.26258 -1.13018
C 2.30539 -0.93936 -0.51231
O 1.37224 -1.79551 -0.37443
H 4.17386 -0.46042 -1.45052
H 4.06174 -2.17484 -0.90811
H 2.14194 0.03043 -0.04841
H 0.87335 -1.68730 0.47135
H -1.08385 -1.24832 2.31682
H 0.30185 -1.64718 2.77864
O -0.21871 -1.51141 1.97711
H 0.05000 1.04368 0.77555
H -0.68478 2.16003 1.45733
O -0.17099 1.97262 0.66301
H -3.29881 1.48269 -0.33175
H -3.55154 2.34589 0.89887
O -3.63748 1.44582 0.57228
H -2.10281 0.07721 -1.97474
H -1.98880 1.13752 -3.06727
O -2.05684 1.03105 -2.11325

## Properties
highest occupied orbital energy (spin up / spin down)	-0.4955 / -0.4955	Ha
2S+1	2
⟨S²⟩	0.756
LUMO energy (spin up / spin down)	-5.23 / -8.15	eV
net charge	+1

Molecular formula: C2H13N2O2
Method: DFT, ωB97M-V/def2-TZVPD

Atoms and positions in Å:
C 0.27972 0.30017 -1.86331
N -0.62880 -0.89981 -2.13090
C 1.05525 -0.00257 -0.59817
N 0.16684 -0.46294 0.58770
H -0.35048 1.29746 -1.69972
H 0.80303 0.53652 -2.80567
H -1.21083 -0.94958 -2.99238
H -0.06638 -1.84808 -2.07254
H 1.41213 0.96290 -0.16721
H 1.98682 -0.66651 -0.77532
H 0.64805 -0.15352 1.45211
H -0.65506 0.11158 0.56009
H 0.19494 -1.49640 0.52300
H -2.63019 1.70250 0.60971
H -2.46803 0.91815 -0.56877
O -2.08544 0.99617 0.41097
H 1.96435 -0.32719 3.95230
H 0.40078 0.00090 4.09430
O 1.18329 -0.01976 3.48380

## Properties
highest occupied orbital energy	-0.4862	Ha
LUMO energy	-2.94	eV
net charge	+1

Molecular formula: C2H13N5
Method: DFT, ωB97M-V/def2-TZVPD

Atoms and positions in Å:
C 0.18118 -1.14649 0.87153
C 0.94997 -2.40264 1.15359
N 0.37854 -0.09423 1.69643
N -1.02310 -1.24344 0.27986
H 0.33226 0.43399 -1.02651
H -1.32434 -0.34480 -0.16775
H 1.31825 -0.01480 2.05338
H 0.01267 0.81089 1.36818
H -1.11282 -2.02822 -0.34839
H 0.42302 -3.02640 1.88168
H 1.93060 -2.16866 1.56261
H 1.09849 -2.97982 0.24379
N -0.67313 1.12505 -0.99589
N -0.88418 1.54620 -2.32796
N -0.33247 2.16922 -0.05693
H 1.13608 -0.35823 -0.74059
H -0.08253 2.06661 -2.69443
H 0.48664 2.69502 -0.37870
H -1.70925 2.13497 -2.38957
H -1.10589 2.82579 0.01570

## Properties
highest occupied orbital energy	-0.2523	Ha
LUMO energy	1.17	eV

Molecular formula: C2H13N5O
Method: DFT, ωB97M-V/def2-TZVPD

Atoms and positions in Å:
C -1.74974 1.04749 -0.65626
N -1.15245 -0.29151 1.42148
N -0.56298 1.31451 -1.13205
N -2.45004 -0.02150 -1.11839
O -2.33712 -1.14475 1.53578
H -2.08215 -2.04546 1.31010
H -1.08958 0.14521 2.34146
H -2.30937 1.72163 -0.01431
H 0.33037 0.29945 -0.81067
H -1.91083 -0.65697 -1.68915
H -3.01835 -0.48899 -0.41863
H -0.20039 2.20855 -0.82208
C 2.14249 -0.19672 0.38214
N 2.95384 0.52680 -0.59354
N 0.87072 -0.62053 -0.19129
H 3.74927 0.96867 -0.14712
H -0.04415 -0.63752 0.65336
H 3.30951 -0.09846 -1.30880
H 0.98298 -1.45305 -0.76100
H 2.65416 -1.06849 0.81931
H 1.91382 0.49162 1.19966

## Properties
highest occupied orbital energy	-0.2602	Ha
LUMO energy	0.91	eV

Molecular formula: C2H13NO3S
Method: DFT, ωB97M-V/def2-TZVPD

Atoms and positions in Å:
N 0.74934 -1.62571 -0.60891
C -0.37397 -2.47986 -0.27009
C -1.68016 -2.18635 -1.00361
S -2.33496 -0.47801 -0.78055
H 0.87425 -1.32666 -1.57197
H 0.57811 -0.71316 -0.19590
H -0.53572 -2.52626 0.81144
H -0.06545 -3.48280 -0.61463
H -1.35170 -2.29672 -2.04218
H -2.44650 -2.90268 -0.73130
H -1.40081 0.29051 -0.22279
O 2.83445 0.15131 0.82466
H 2.52194 -0.14037 -0.01504
H 2.58660 -0.43160 1.54307
O 0.13739 3.05151 0.20161
H -0.04359 2.65172 1.04911
H -0.42564 3.74627 -0.13412
O 2.00770 2.91413 1.93371
H 2.48693 3.11184 1.12008
H 2.15425 1.95699 1.93355

## Properties
highest occupied orbital energy	-0.3395	Ha
SMILES string	NCCS.O.O.O
LUMO energy	0.55	eV

Molecular formula: C2H13NO4
Method: DFT, ωB97M-V/def2-TZVPD

Atoms and positions in Å:
N 0.27494 -0.67634 -0.74578
C 0.37224 -1.82684 0.16169
C -0.82040 -1.92477 1.08444
O -1.04943 -0.72435 1.83589
H 0.54676 -0.87830 -1.69299
H 0.71934 0.15504 -0.40032
H 0.31976 -2.69923 -0.48538
H 1.34509 -1.88160 0.63388
H -1.71247 -2.23738 0.53612
H -0.64292 -2.68498 1.85256
H -1.52435 -0.12154 1.24497
O 1.73032 0.71511 1.65722
H 0.82143 0.99661 1.79900
H 2.14135 0.60205 2.51644
O -2.07925 0.91220 -0.32508
H -1.42950 0.26212 -0.65846
H -1.81823 1.78016 -0.63939
O 0.77978 3.07661 -2.67203
H 1.28209 3.70684 -2.14459
H 0.74345 3.44858 -3.55818

## Properties
highest occupied orbital energy	-0.3449	Ha
SMILES string	NCCO.O.O.O
LUMO energy	0.57	eV

Molecular formula: C2H13NO4
Method: DFT, ωB97M-V/def2-TZVPD

Atoms and positions in Å:
C -0.02986 1.67317 -1.67262
N 0.53039 1.66844 -0.56314
C 1.71926 0.92866 -0.17656
H -0.35490 2.59841 -2.06949
H -0.55474 0.80306 -2.11147
H 1.88246 -0.02414 -0.75139
H 1.54360 0.68813 0.88132
H 2.54815 1.55974 -0.37871
O -0.99149 -3.11954 0.26879
H -1.54756 -2.27587 0.56421
H -0.42758 -3.22725 1.07014
O -1.71934 -0.47754 1.26941
H -1.63070 0.39304 0.81532
H -1.65569 -0.38359 2.22651
O 1.65188 -2.62943 -0.54504
H 0.69127 -2.51802 -0.53642
H 1.82311 -3.50888 -0.93780
O -1.56591 2.49894 0.77004
H -0.70861 2.52934 0.29162
H -1.20376 2.82332 1.58527

## Properties
highest occupied orbital energy	-0.3330	Ha
SMILES string	C=NC.O.O.O.O
LUMO energy	0.29	eV

Molecular formula: C2H14NO4S
Method: DFT, ωB97M-V/def2-TZVPD

Atoms and positions in Å:
C -1.01133 -1.72934 2.09672
C -0.94822 -2.30861 0.68835
S -0.38928 -1.09110 -0.58495
N 0.12425 -0.99227 2.63824
H -1.19546 -2.52378 2.83482
H -1.88403 -1.06591 2.12116
H -1.93933 -2.68173 0.43582
H -0.29883 -3.18763 0.73114
H 0.01104 0.01855 2.54259
H 0.96905 -1.12011 2.09326
H 2.41682 -0.94121 -2.94726
H 1.74818 -1.86347 -1.88072
O 2.15088 -1.84299 -2.77100
H -0.51541 1.03263 -1.29538
H -1.74828 1.73408 -1.40896
O -0.87133 1.79477 -1.78928
H 1.58917 2.84023 -3.72623
H 1.04730 2.83287 -2.26408
O 1.64941 3.27560 -2.90144
H 0.41696 2.59430 1.50258
H -1.06327 2.48185 1.74068
O -0.25828 2.74330 2.14394

## Properties
highest occupied orbital energy	-0.1317	Ha
LUMO energy	3.33	eV
net charge	-1

Molecular formula: C2H14O4
Method: DFT, ωB97M-V/def2-TZVPD

Atoms and positions in Å:
C -1.66139 0.97856 -1.04357
C -0.67110 1.66569 -1.96571
H -1.79081 1.48784 -0.08484
H -1.33988 -0.03630 -0.79720
H -2.63062 0.92528 -1.54569
H -0.60682 1.18069 -2.93932
H -1.03520 2.68122 -2.19633
H 0.30242 1.82079 -1.50606
O 0.56222 1.42759 2.09208
H -0.20904 1.75611 1.64105
H 0.44590 1.43405 3.04720
O 1.91171 -2.07835 -0.39714
H 2.33984 -2.88111 -0.11677
H 1.77189 -1.65523 0.49168
O -1.36552 -2.68981 0.13091
H -2.13867 -2.64148 -0.44723
H -0.74516 -1.98546 -0.03538
O 2.27527 -0.84716 2.05061
H 1.58164 -0.14871 1.99499
H 3.00332 -0.39421 1.62672

## Properties
highest occupied orbital energy	-0.3961	Ha
SMILES string	CC.O.O.O.O
LUMO energy	0.36	eV

Molecular formula: C2H14O5
Method: DFT, ωB97M-V/def2-TZVPD

Atoms and positions in Å:
C 2.70708 1.54036 0.65829
C 1.89296 0.89045 1.47277
H 3.67194 1.16634 0.33932
H 2.48632 2.53796 0.30185
H 2.14575 -0.08322 1.87030
H 0.97608 1.32950 1.83741
O 1.20077 -0.26762 -1.66358
H 0.87505 -0.92262 -1.00885
H 1.58957 0.42904 -1.10822
O 0.08395 -1.92002 0.19821
H -0.87044 -1.87803 -0.04239
H 0.10375 -1.58809 1.10925
O -1.64547 -0.61425 2.19024
H -1.81372 0.20002 2.66934
H -2.09677 -0.46116 1.35495
O -2.62272 -0.47755 -0.31316
H -3.49963 -0.76302 -0.61222
H -2.19224 -0.12135 -1.12345
O -1.30310 0.42552 -2.48190
H -0.35897 0.22657 -2.23090
H -1.33014 0.35117 -3.41726

## Properties
highest occupied orbital energy	-0.3899	Ha
SMILES string	C=C.O.O.O.O.O
LUMO energy	0.69	eV

Molecular formula: C2H14O5
Method: DFT, ωB97M-V/def2-TZVPD

Atoms and positions in Å:
C 0.58987 -2.31539 -0.01542
C 0.08249 -1.04763 0.77824
O 1.04692 -0.53739 1.80127
H 1.53260 -1.92594 -0.34192
H -0.03476 -2.63393 -0.89436
H 0.78514 -3.13659 0.71219
H -0.26645 -0.33678 0.08396
H -0.73028 -1.18131 1.50433
H 0.71272 -0.91177 2.62896
O -0.34192 2.08510 0.67740
H 0.52393 1.99071 1.14285
H -0.06559 1.62555 -0.29343
O -0.54211 0.46084 -1.72383
H -0.67146 0.82891 -2.60919
H -1.48125 0.50454 -1.35636
O -2.54694 0.81437 -0.12680
H -2.01369 1.36780 0.46880
H -3.46941 0.93438 0.12213
O 2.12789 0.00988 -1.12555
H 1.89385 0.21487 -0.23614
H 1.29972 0.17531 -1.52856

## Properties
highest occupied orbital energy	-0.3819	Ha
SMILES string	CCO.O.O.O.O
LUMO energy	0.35	eV

Molecular formula: C2H14O5
Method: DFT, ωB97M-V/def2-TZVPD

Atoms and positions in Å:
C 2.20950 0.42341 2.31281
C 2.57288 -0.74785 1.80139
H 2.70217 1.38627 2.29600
H 1.15555 0.49981 2.56776
H 3.54487 -1.05121 1.43308
H 1.94536 -1.61542 1.97585
O 0.92961 1.70335 -0.32805
H 0.97019 0.77992 -0.07281
H 1.81973 1.97051 -0.10165
O 1.22309 -1.30703 -1.26336
H 0.95995 -1.12200 -2.15425
H 0.42500 -1.63092 -0.80430
O -1.15452 -2.22722 0.43032
H -1.24868 -1.55662 1.12573
H -1.95159 -2.14255 -0.09006
O -2.95472 -0.34551 -1.25579
H -3.75991 -0.18418 -1.75110
H -2.59350 0.56140 -1.11923
O -1.74486 2.25960 -0.89886
H -0.78014 2.13752 -0.73922
H -1.75118 3.22041 -0.97270

## Properties
highest occupied orbital energy	-0.3811	Ha
SMILES string	C=C.O.O.O.O.O
LUMO energy	0.60	eV